The following is a DFT calculation (ωB97M-V/def2-TZVPD) of a cluster of 4 separate species, CH8NO5 in total in a non-equilibrium geometry.

<S²>: 0.758
HOMO energy (alpha / beta): -0.4138 / -0.4127 Eh

```
! RIJCOSX wB97M-V def2-TZVPD def2/J DEFGRID3
* xyz 0 2
O 0.64976 0.34204 3.67426
O -0.12548 0.33883 0.99028
O 0.12695 -1.24809 -3.23898
O -0.44557 0.50152 -1.12751
O -2.81686 -0.78717 -0.05294
N 1.69897 0.70270 -0.30398
C 0.30935 0.61148 -0.15449
H 1.23813 -0.40265 3.74285
H 0.48507 0.48096 2.71354
H 2.00647 0.99236 -1.23134
H -2.71038 -0.26633 0.76731
H 0.26610 -1.11504 -2.30559
H -0.75381 -0.89598 -3.29834
H -1.95073 -0.70477 -0.49253
H 2.02204 1.45013 0.31747
*
```

Mulliken population analysis, charges in e, atoms 1 to 2: atom 1 (O): -0.62, atom 2 (O): -0.47